Entry from the OMol25 dataset: a molecular structure, C24H24CsFIN8P at a distorted geometry (wB97M-V/def2-TZVPD).

Cartesian coordinates (Å):
1 Cs 1.52333 2.18092 -0.50105
2 I -0.19970 0.52559 2.90257
3 P -0.56471 -0.51233 -0.20257
4 F 2.64019 2.44813 -2.44088
5 N 3.48249 4.91987 -0.31053
6 N 4.32528 4.33528 -1.11302
7 N 2.05620 2.23558 3.17086
8 N 1.57383 3.38582 2.47865
9 N 4.29760 4.50009 -2.46848
10 N 5.26890 3.64902 -0.51906
11 N 3.24126 -1.10019 0.62573
12 N 3.88359 4.61726 0.91135
13 C -2.77970 -0.29312 4.03168
14 C -1.44082 -0.63797 -2.97371
15 C -4.00241 -0.94532 4.25271
16 C -2.48866 -2.45906 -0.30629
17 C -2.40515 1.00712 -1.51785
18 C 2.46351 -3.74236 -1.53268
19 C 2.35935 -2.54160 -2.22270
20 C -1.94637 -1.51983 0.54644
21 C -2.06582 -0.46681 2.87408
22 C 3.15258 -0.01074 1.01102
23 C -2.55310 -1.30533 1.82530
24 C 0.66919 -3.05197 -0.08379
25 C -3.64629 -3.18241 -0.00025
26 C -4.47860 -1.80233 3.30973
27 C 0.54399 -1.85020 -0.78083
28 C -1.50875 -0.04499 -1.71676
29 C -3.77459 -2.00878 2.10129
30 C -4.29259 -2.93467 1.17275
31 C 1.42518 -1.59288 -1.83515
32 C -2.27545 -0.20692 -3.99605
33 C 4.95899 3.84200 0.76152
34 C -3.17476 0.82583 -3.78310
35 C -3.23643 1.43741 -2.53889
36 C 1.62377 -3.98971 -0.45462
37 H -3.82278 1.15947 -4.58327
38 H -2.46137 1.47629 -0.53970
39 H -4.03222 -3.90559 -0.70733
40 H 0.73650 3.70330 2.94838
41 H -5.40197 -2.34586 3.46856
42 H -0.74263 -1.44144 -3.16749
43 H 0.02483 -3.25170 0.76205
44 H 3.02863 -2.32531 -3.04589
45 H -2.01941 -2.63369 -1.26444
46 H 4.35744 3.57135 -2.87288
47 H -2.37851 0.34878 4.80492
48 H 2.82344 1.82703 2.65168
49 H 3.19351 -4.48332 -1.83290
50 H -2.21826 -0.69208 -4.96265
51 H -4.53863 -0.78168 5.17841
52 H 1.70199 -4.92005 0.09370
53 H 2.38672 2.44210 4.10851
54 H 2.25213 4.14184 2.46082
55 H 1.40234 -0.63942 -2.34718
56 H 3.28477 -2.03407 0.25877
57 H 5.53228 3.41984 1.56835
58 H 3.37909 4.84897 -2.70509
59 H -3.92774 2.25289 -2.36853
60 H -5.21547 -3.44799 1.41576

Forces on the atoms, in the same order (eV/Å):
Cs -1.4 0.1 2.0
I -0.2 0.0 0.3
P -0.6 -0.5 -0.3
F 1.3 0.2 -2.3
N 0.0 0.0 0.0
N 0.1 -0.1 0.4
N 0.1 0.0 0.2
N 0.0 0.2 0.1
N 0.5 0.4 -0.5
N 0.0 0.0 0.0
N 0.1 0.1 0.1
N 0.1 0.0 0.2
C 0.1 0.0 -0.1
C 0.0 0.1 0.0
C -0.1 -0.1 0.0
C 0.1 0.1 0.2
C 0.0 0.0 0.0
C 0.0 -0.1 0.0
C 0.1 0.1 0.0
C 0.1 -0.2 -0.1
C 0.1 0.1 0.0
C 0.3 -0.3 0.2
C -0.2 -0.1 0.0
C 0.0 0.0 0.0
C -0.1 -0.1 0.0
C 0.0 0.1 0.1
C 0.0 0.1 0.0
C 0.1 0.1 0.0
C 0.2 0.1 0.0
C 0.0 -0.1 -0.1
C 0.0 -0.1 0.1
C 0.0 -0.1 -0.1
C 0.0 0.0 -0.2
C 0.0 0.0 0.0
C 0.0 0.0 0.0
C 0.0 0.0 0.0
H 0.0 0.0 0.0
H 0.0 0.0 0.0
H 0.0 0.0 0.0
H -0.1 -0.1 0.0
H 0.0 0.0 0.0
H 0.0 0.0 0.0
H 0.0 0.0 0.0
H 0.0 0.0 0.0
H 0.0 0.0 -0.1
H -0.3 -0.3 0.1
H 0.0 0.0 0.0
H -0.1 0.0 -0.2
H 0.0 0.0 0.0
H 0.0 0.0 0.0
H 0.0 0.0 0.0
H 0.0 0.0 0.0
H 0.1 0.1 0.0
H 0.0 0.0 0.0
H 0.0 0.1 -0.1
H -0.1 0.0 0.0
H 0.0 0.0 0.0
H -0.2 -0.1 0.1
H 0.0 0.0 0.0
H 0.0 0.0 0.0

As for the HOMO energy: -0.29097 Eh. The energy above the lowest of the compared OMol25 structures with the same formula, charge and spin is 0.627 eV. As for the total energy: -57849.9122 eV. Its frontier orbital gap is 8.020 eV. The LUMO energy comes out at 0.10 eV. For the largest force on an atom, the calculation gives 0.0526 hartree/bohr.

Per-atom Löwdin charges, elementary charge units: 1.000 1.045 0.919 -1.005 0.031 -0.315 -0.212 -0.149 0.115 0.132 0.125 -0.015 -0.185 -0.092 -0.080 -0.097 -0.106 -0.101 -0.083 -0.303 -0.606 -0.112 -0.188 -0.096 -0.059 -0.043 -0.398 -0.383 -0.162 -0.032 -0.131 -0.074 -0.230 -0.084 -0.077 -0.090 0.103 0.106 0.108 0.052 0.112 0.097 0.109 0.113 0.103 0.073 0.074 -0.008 0.104 0.105 0.106 0.106 0.072 0.031 0.103 0.066 0.100 0.087 0.105 0.114